{"formula": "C15H13Cl3GeN7OSTi", "method": "ωB97M-V/def2-TZVPD", "elements": ["Ti", "C", "C", "C", "C", "N", "C", "C", "C", "C", "C", "C", "C", "H", "H", "H", "H", "H", "H", "H", "H", "N", "N", "C", "N", "S", "H", "H", "H", "H", "H", "O", "N", "C", "C", "N", "C", "N", "Cl", "Ge", "Cl", "Cl"], "positions_angstrom": [[0.317638, -0.130556, -1.106186], [3.851506, -1.145794, 1.316571], [3.701249, -0.289529, 2.403402], [2.533338, 0.426469, 2.553658], [1.509303, 0.294722, 1.610598], [1.684602, -0.521943, 0.551981], [2.820820, -1.218415, 0.408554], [0.201989, 0.983419, 1.681083], [-0.148184, 1.730931, 2.807733], [-1.397185, 2.324371, 2.863182], [-2.279944, 2.155614, 1.801050], [-1.905250, 1.424746, 0.682408], [-0.647838, 0.832040, 0.570294], [4.753783, -1.717792, 1.158582], [4.499500, -0.175125, 3.125154], [2.414014, 1.101591, 3.386785], [2.888227, -1.837913, -0.477492], [0.527040, 1.849749, 3.644676], [-1.683570, 2.911943, 3.725377], [-3.263666, 2.606693, 1.843220], [-2.622199, 1.328029, -0.127339], [-0.284799, -2.481999, 0.901256], [-1.036512, -3.532045, 0.378152], [-1.806156, -3.293106, -0.703288], [-2.600565, -4.315678, -1.083950], [-1.856497, -1.830559, -1.503213], [0.488114, -2.851846, 1.436011], [-0.853850, -1.853599, 1.463437], [-1.287426, -4.300330, 0.984202], [-2.433850, -5.251531, -0.753607], [-3.085756, -4.209095, -1.957736], [-0.910264, 0.840708, -2.298690], [-1.953173, 1.537742, -2.500862], [-1.922963, 2.826517, -2.990183], [-2.956891, 3.703907, -2.622278], [-3.811203, 4.424088, -2.332136], [-0.913524, 3.159698, -3.907849], [-0.041801, 3.362802, -4.640408], [1.978382, 1.655630, -1.646518], [1.983782, 0.718224, -3.883211], [1.394571, -1.537442, -2.854506], [4.155200, 0.294655, -3.907894]], "atomic_forces_ev_per_a": [[-1.341, -0.192, 0.259], [0.002, 0.016, 0.031], [0.028, -0.019, -0.019], [-0.082, -0.034, -0.049], [0.028, -0.017, 0.105], [0.178, 0.354, -0.211], [-0.010, 0.035, 0.009], [0.386, -0.089, 0.072], [-0.271, -0.005, -0.050], [0.034, -0.024, -0.044], [0.006, 0.010, 0.056], [-0.103, 0.023, -0.125], [0.403, -0.029, 0.079], [0.004, -0.004, 0.019], [0.007, -0.018, 0.001], [0.001, -0.003, 0.009], [0.018, 0.035, -0.014], [0.023, -0.014, 0.002], [-0.010, -0.006, 0.008], [-0.005, 0.008, -0.004], [0.018, 0.013, -0.001], [-0.019, 0.011, -0.029], [-0.006, -0.059, -0.002], [0.012, 0.026, 0.021], [-0.005, -0.027, 0.013], [0.088, 0.138, -0.109], [0.033, 0.012, -0.041], [0.016, -0.026, 0.042], [-0.048, 0.041, 0.025], [0.003, 0.001, -0.007], [-0.015, 0.004, 0.010], [0.385, 0.010, 0.447], [-0.425, -0.664, -0.587], [0.359, 0.343, 0.426], [0.148, 0.147, 0.055], [-0.048, -0.028, 0.016], [-0.215, -0.020, -0.373], [0.033, 0.017, 0.083], [0.031, -0.102, -0.133], [0.143, -0.103, -0.006], [0.213, 0.207, 0.005], [0.001, 0.032, 0.007]], "mulliken_spin": [1.13, 0.00, 0.00, 0.00, 0.03, -0.01, 0.01, -0.05, -0.01, 0.02, -0.01, 0.05, -0.08, 0.00, 0.00, 0.00, 0.00, 0.00, 0.00, 0.00, -0.02, 0.01, 0.00, 0.01, 0.00, -0.01, 0.00, 0.00, 0.00, 0.00, 0.00, 0.25, 0.91, 0.43, -0.05, 0.17, -0.01, 0.20, 0.01, 0.01, 0.01, 0.00], "e_homo_ev": [-7.184, -8.866], "relative_energy_kj_mol": 190.07, "energy_ev": -156277.896, "multiplicity": 4, "orbital_gap_ev": [6.74, 6.67]}